Density functional theory data (the ωB97M-V functional and the def2-TZVPD basis) for a 2-piece molecular cluster, C9H14O overall.

Structure (XYZ):
```
24
Properties=species:S:1:pos:R:3:mulliken_charge:R:1
C -3.02 0.43 -2.16 -1.368
C -2.13 -0.59 -0.10 -0.237
C -1.90 -0.31 -1.45 0.558
C -1.19 -1.22 0.70 -0.922
C -0.69 -0.68 -2.00 -0.504
C 0.05 -1.46 0.12 0.704
C 0.33 -1.19 -1.22 -0.405
O 0.99 -2.04 0.92 -0.555
H -3.09 -0.40 0.40 0.264
H -1.41 -1.60 1.68 0.411
H -3.18 0.30 -3.22 0.396
H -3.01 1.50 -1.93 0.274
H -0.42 -0.25 -2.97 0.303
H 1.29 -1.48 -1.63 0.359
H 1.72 -2.48 0.50 0.335
H -4.00 0.08 -1.76 0.325
C 2.83 0.95 1.32 -0.331
C 2.10 1.91 2.26 -0.885
H 3.65 0.47 1.86 0.281
H 2.11 0.25 0.92 -0.141
H 3.20 1.45 0.41 0.290
H 2.57 2.90 2.22 0.298
H 2.07 1.42 3.21 0.272
H 1.10 2.02 1.90 0.277
```

Summary:
Maximum force in eV/A: 2.0
Frontier orbital gap in hartree: 0.341
Spin multiplicity: 1


Density functional theory data (the ωB97M-V functional and the def2-TZVPD basis) for a 2-piece molecular cluster, C9H14O overall.

Structure (XYZ):
```
24
Properties=species:S:1:pos:R:3:mulliken_charge:R:1
C -2.38 0.16 -2.97 -1.387
C 1.07 -0.53 -1.58 -0.588
C 1.44 0.69 -1.06 -0.454
C -0.18 -0.69 -2.16 -0.267
C -1.04 0.40 -2.35 0.676
C 0.61 1.79 -1.27 -0.494
C -0.60 1.64 -1.93 -0.286
H 1.62 -1.46 -1.41 0.357
H 2.35 0.94 -0.53 0.414
H -0.46 -1.67 -2.51 0.362
H 0.94 2.78 -0.95 0.358
H -2.94 -0.62 -2.43 0.321
H -2.33 -0.14 -4.01 0.305
H -1.22 2.52 -2.13 0.312
H -2.99 1.05 -2.91 0.366
C 0.51 -0.93 3.92 -0.370
C 0.76 -1.09 2.43 -0.798
O 1.39 0.09 4.45 -0.521
H -0.52 -0.71 4.14 0.311
H 0.74 -1.83 4.50 0.230
H 0.87 -0.07 2.05 0.229
H 0.83 0.84 4.70 0.298
H -0.07 -1.44 1.83 0.355
H 1.62 -1.71 2.18 0.270
```

Summary:
Maximum force in eV/A: 1.2
Frontier orbital gap in hartree: 0.368
Spin multiplicity: 1


Density functional theory data (the ωB97M-V functional and the def2-TZVPD basis) for a 2-piece molecular cluster, C9H14O overall.

Structure (XYZ):
```
24
Properties=species:S:1:pos:R:3:mulliken_charge:R:1
C 4.33 -0.18 -1.30 -0.800
C 4.19 0.43 0.10 -0.796
H 3.97 0.49 -2.06 0.275
H 5.47 -0.18 -1.40 0.258
H 3.82 -1.17 -1.62 0.264
H 3.52 -0.09 0.68 0.231
H 3.83 1.50 -0.05 0.233
H 4.99 0.61 0.89 0.341
C -2.00 -1.74 2.39 -1.328
C 0.00 -0.06 -0.38 -0.607
C -0.98 0.84 -0.85 0.863
C -0.39 -1.05 0.54 -0.635
C -1.62 -0.97 1.09 0.762
C -2.22 0.85 -0.39 -0.512
C -2.50 0.09 0.76 -0.893
O -0.71 1.67 -1.86 -0.572
H 1.00 -0.14 -0.66 0.589
H 0.36 -1.65 0.88 0.458
H -3.08 1.46 -0.68 0.258
H -1.53 2.08 -2.31 0.327
H -1.12 -1.69 3.09 0.297
H -2.28 -2.80 2.18 0.275
H -3.39 0.15 1.40 0.262
H -2.74 -1.22 2.79 0.449
```

Summary:
Maximum force in eV/A: 5.3
Frontier orbital gap in hartree: 0.336
Spin multiplicity: 1


Density functional theory data (the ωB97M-V functional and the def2-TZVPD basis) for a 2-piece molecular cluster, C9H14O overall.

Structure (XYZ):
```
24
Properties=species:S:1:pos:R:3:mulliken_charge:R:1
C -0.39 1.97 -2.61 -0.931
C 0.35 0.69 -3.09 -0.081
H -1.45 1.91 -2.47 0.309
H 0.02 2.20 -1.59 0.200
H -0.48 2.77 -3.35 0.346
H 0.54 0.23 -2.14 -0.483
H -0.41 0.10 -3.67 0.291
H 1.36 1.05 -3.53 0.258
C -1.83 -2.35 1.47 -1.402
C 1.41 0.53 1.22 0.544
C 0.77 0.32 2.52 -0.381
C 1.04 -0.24 0.12 -1.078
C -0.36 -0.50 2.54 -0.365
C -0.06 -1.09 0.27 0.047
C -0.78 -1.28 1.46 0.544
O 2.63 1.13 1.33 -0.522
H 1.06 0.98 3.35 0.281
H 2.50 1.96 1.75 0.326
H 1.62 -0.06 -0.76 0.649
H -0.99 -0.54 3.49 0.279
H -0.27 -1.80 -0.66 0.114
H -2.80 -2.03 1.12 0.292
H -1.94 -2.82 2.44 0.384
H -1.54 -3.13 0.80 0.381
```

Summary:
Maximum force in eV/A: 4.1
Frontier orbital gap in hartree: 0.347
Spin multiplicity: 1


The following ΔE to the lowest compared entry with this formula, charge and spin values (in kJ/mol) correspond, in order, to the records above: 64.3; 57.9; 221.8; 166.0.
The following molar mass values (in g/mol) correspond, in order, to the records above: 138.21; 138.21; 138.21; 138.21.